Record 1
This record from the OMol25 dataset describes C26H27N3P2SSn as an isolated structure. The level of theory is ωB97M-V with the def2-TZVPD basis set.

Results
Total charge: +2
HOMO, eV: -13.913
Energy relative to the best compared isomer or geometry (same formula, charge and spin), kcal per mole: 45.8
Orbital gap, Eh: 0.231

Structure (XYZ):
```
60
Properties=species:S:1:pos:R:3:forces:R:3
H -6.97296 0.31011 -1.50063 0.101 -0.018 -0.019
C 3.18834 -1.10729 -0.89313 -0.491 -0.289 -0.247
H 1.72424 4.02451 -2.68053 0.007 0.083 0.005
C -2.90776 0.54121 1.58167 0.139 0.019 -0.077
C 1.62444 1.99931 -2.01333 0.002 -0.046 -0.003
C 0.54114 -2.74699 4.08567 0.086 -0.096 0.006
H -3.07916 -0.36779 2.14327 -0.132 -0.012 0.068
C 1.40374 2.67221 -4.31073 -0.009 -0.106 -0.108
H 2.58514 1.00571 0.67097 0.007 0.044 0.015
H -5.49626 -2.92849 -1.59503 -0.001 0.111 -0.022
H 6.34894 -0.22089 -1.66083 0.051 0.035 -0.033
C -5.33566 -0.91369 -1.59293 0.521 0.115 0.162
H 1.37794 3.45431 -5.05353 0.017 0.075 -0.065
N -5.99606 -2.05549 -1.53853 -0.284 -0.139 0.013
C 4.22604 -0.43479 -1.52513 -0.148 0.009 -0.012
H 1.17244 -0.69939 -4.02793 -0.011 0.271 -0.058
H -2.21256 3.78361 -0.39023 0.004 0.089 -0.037
P 1.45264 -0.74599 -1.25153 0.426 1.124 0.344
H 4.96614 -3.16469 1.11407 -0.002 -0.040 0.034
C 1.46584 0.67081 -2.39453 -0.169 -0.585 -0.104
C -1.49326 1.83631 0.11287 0.185 -0.246 0.097
C 1.59384 2.99401 -2.97523 -0.001 0.059 0.127
C 4.75014 -2.39969 0.38267 -0.013 -0.075 0.086
H 0.27794 -3.19029 1.99357 0.048 -0.081 0.095
C 3.44344 -2.10439 0.04557 -0.010 0.034 -0.048
H 2.12784 -0.14469 1.92517 -0.023 -0.011 -0.013
H -4.28046 3.55371 0.93697 -0.060 0.130 0.028
P -0.62616 -0.76079 0.74387 0.618 1.361 0.290
H 6.81104 -1.94719 0.03037 0.083 -0.023 0.022
C -0.47006 -0.22729 3.47617 -0.092 0.034 -0.093
H -0.22636 0.21151 5.54947 -0.003 0.039 0.070
H 2.61054 -2.63119 0.49857 0.077 -0.075 0.112
C -3.56826 2.74451 0.90437 0.015 0.046 -0.068
H -4.71846 1.48581 2.20507 -0.083 0.009 0.059
H 1.18444 1.34101 1.70717 0.058 0.087 0.024
N -5.96416 0.24641 -1.53843 -0.329 0.100 -0.033
H -5.44236 1.10691 -1.59573 0.041 -0.106 0.023
Sn -1.15406 -1.65229 -1.82523 0.679 -0.454 0.106
C 5.79024 -1.71379 -0.23083 0.022 0.030 -0.021
H -7.00556 -2.09579 -1.48943 0.107 0.034 0.009
C 5.53174 -0.73979 -1.18303 0.106 -0.007 0.006
C 0.18224 -2.45199 2.78247 -0.053 0.018 -0.100
S -3.61096 -0.93089 -1.74563 -0.833 0.087 -0.114
H -0.58336 1.92251 -0.46513 0.026 0.090 -0.065
H 0.93544 -3.72119 4.33307 0.003 -0.068 0.011
H 1.11434 1.10261 -5.74193 -0.018 -0.022 -0.051
C -0.11326 -0.53199 4.77527 0.049 0.015 0.014
C -0.31756 -1.18899 2.48117 -0.364 -0.396 -0.504
C -1.73226 0.67741 0.84297 -0.157 -0.414 -0.036
C 0.39444 -1.78669 5.07567 0.012 -0.031 0.012
C 1.73934 0.56021 1.18877 0.129 0.365 0.175
H -0.86566 0.74751 3.23217 0.010 0.065 0.072
H 0.67574 -2.01689 6.09037 0.031 -0.056 0.131
C -2.40756 2.87451 0.15797 -0.085 0.071 -0.079
C 1.26824 0.35201 -3.74023 0.063 -0.313 0.095
H 1.77654 2.25491 -0.97593 0.024 0.081 0.095
H 4.00264 0.31441 -2.27063 0.103 0.077 -0.053
C -3.81866 1.57991 1.61637 -0.076 -0.116 0.026
C 1.24904 1.34941 -4.69923 -0.028 0.103 -0.098
N 0.86274 -0.09589 0.22157 -0.374 -1.081 -0.271
```
Forces are in eV/Å.

=====

Record 2
This record from the OMol25 dataset describes a 2-piece molecular cluster, C8H7Cl2O5S overall. The level of theory is ωB97M-V with the def2-TZVPD basis set.

Results
Total charge: -1
HOMO, eV: -5.372
Orbital gap, Eh: 0.288

Structure (XYZ):
```
23
Properties=species:S:1:pos:R:3:forces:R:3
C -2.41274 0.11626 -0.57290 0.129 0.000 -0.040
H 4.39985 1.85952 0.24128 0.125 -0.075 0.091
O 2.52193 2.07742 1.83714 -0.031 -0.140 0.252
H -0.44508 -0.73511 -0.51565 0.004 -0.008 -0.050
H -5.09442 -1.07380 1.10326 -0.026 0.069 -0.045
C 2.40333 1.49611 0.79190 0.428 0.410 0.197
O 4.25044 -0.90588 -0.03310 0.113 -0.017 -0.114
H -1.07247 -2.54016 1.02462 0.039 0.029 -0.012
C -3.12631 -1.92254 1.16349 0.066 0.028 -0.041
C -1.46465 -0.80813 -0.16100 0.133 -0.101 0.010
C -3.72055 0.01815 -0.11958 -0.095 -0.015 0.043
H -3.40786 -2.71498 1.84395 -0.024 0.005 0.005
Cl -1.91726 1.37872 -1.64821 -0.044 0.019 0.016
H 3.28196 2.27479 -1.02926 -0.294 0.013 -0.047
O 2.46466 -0.40842 -1.62293 0.212 0.114 -0.199
Cl -4.93821 1.14681 -0.61629 0.019 0.033 -0.022
H 0.84613 1.01938 -0.23820 0.490 -0.370 -0.474
C 3.48714 1.54264 -0.24861 -0.056 -0.129 -0.416
C -4.07523 -1.00205 0.74986 0.019 -0.120 0.080
C -1.81902 -1.82594 0.70657 -0.127 -0.014 0.031
O 4.75350 0.30149 -2.11954 0.157 0.020 -0.011
O 1.30589 0.74018 0.56150 -0.723 0.416 0.545
S 3.77896 -0.03445 -1.09830 -0.514 -0.166 0.199
```
Forces are in eV/Å.

=====

Record 3
This record from the OMol25 dataset describes C29H41IrN2O3P2 as an isolated structure. The level of theory is ωB97M-V with the def2-TZVPD basis set.

Results
Spin multiplicity: 6
Total charge: +1
HOMO (spin up / spin down), eV: -9.928 / -11.389
Energy relative to the best compared isomer or geometry (same formula, charge and spin), kcal per mole: 0.0
Orbital gap (spin up / spin down), Eh: 0.285 / 0.232

Structure (XYZ):
```
78
Properties=species:S:1:pos:R:3:forces:R:3
H 0.65353 4.64532 0.37714 -0.012 -0.046 0.013
H -1.29772 -3.02492 1.75936 0.078 0.060 -0.046
H 3.11920 0.62523 0.71808 -0.041 0.026 -0.004
H 1.42993 -3.37755 -3.31633 -0.038 -0.011 0.034
H 2.09419 -4.75008 -2.44580 0.006 0.037 0.031
H -4.49900 -1.25994 -0.57682 0.020 0.010 0.049
H -3.23261 -2.97546 -2.14506 0.038 -0.030 0.039
H -0.32658 3.52941 3.83031 -0.004 0.001 -0.015
P -0.57906 1.27136 1.61726 0.004 -0.168 -0.440
C -3.60995 -1.82251 -0.33771 0.073 0.441 0.649
C -1.16421 2.84706 3.95403 -0.022 -0.010 0.036
H 4.94393 -0.24186 -2.36816 -0.012 -0.023 0.022
C -0.49883 0.27981 -2.25013 -0.128 -0.008 0.282
H -1.91423 0.40474 4.97530 0.005 0.003 -0.027
C -2.12132 1.56182 0.70042 -0.058 0.076 0.041
C -0.44713 0.98629 -4.57204 0.038 -0.031 0.019
N -0.99098 0.31335 -0.97890 -0.357 0.336 -0.359
C 1.76709 -3.04539 -1.17828 -0.008 -0.137 0.005
H -0.80917 1.62928 -5.36335 0.003 -0.010 0.005
C 1.78199 2.73138 1.96378 -0.028 0.072 -0.008
C -0.09009 3.95317 0.77984 -0.010 0.025 0.018
H 3.75274 -3.43476 -0.36188 0.029 0.054 0.004
H -3.22315 -1.20444 1.81498 -0.002 -0.028 -0.093
H -0.47991 4.39598 1.69791 0.000 -0.031 -0.022
C -3.25657 1.21043 -1.42095 -0.090 -0.105 -0.015
H 4.67534 0.63921 -0.11338 -0.040 -0.040 -0.017
H -0.90830 3.88777 0.06169 0.014 -0.013 0.013
C 4.13954 -0.95811 -2.18820 0.045 -0.011 -0.055
H -5.25403 1.96100 -1.55304 0.032 0.000 0.009
H 3.73349 -1.23576 -3.15962 0.027 0.038 0.055
O 1.96452 -0.59136 2.30241 -0.081 -0.101 0.171
C 3.77763 0.04671 0.08147 0.101 -0.051 -0.030
H 2.59290 -2.91330 0.86520 -0.046 0.012 -0.048
H -1.69279 1.88099 -3.09632 0.088 -0.017 -0.020
C -1.87517 0.40326 3.88478 -0.037 0.051 0.049
H -5.25250 2.87150 0.75044 0.031 -0.021 -0.010
H 2.25157 1.77861 2.19644 -0.022 -0.050 0.001
H 4.59102 -1.84273 -1.73943 -0.024 -0.013 0.016
C -4.37653 2.36596 0.36418 0.018 -0.014 -0.008
H 0.90871 2.19053 0.07957 0.039 0.018 -0.047
H 0.76855 -3.40381 -0.91520 -0.026 0.010 -0.031
N 1.47880 -1.39898 3.14194 -0.019 -0.002 -0.076
C -2.96409 -2.69923 -1.13659 0.511 -0.369 -0.001
H -2.88056 0.63143 3.52101 0.044 -0.017 0.003
C 1.07650 -0.71157 -3.79440 0.029 -0.012 -0.025
C -1.84700 -3.22753 -0.38943 -0.029 -0.028 -0.105
C 2.12767 -3.66099 -2.52977 0.117 -0.066 0.034
C 0.54724 0.04753 -4.83446 -0.030 -0.007 0.005
H -1.60039 -0.60435 3.56835 0.000 0.025 -0.007
H 0.94509 -0.05926 -5.83505 -0.007 -0.001 0.018
O 1.96929 -1.60553 4.21151 0.096 -0.057 0.255
H -3.27657 2.60673 2.17545 -0.012 -0.009 -0.065
H -2.03480 3.30888 3.48941 0.037 -0.038 0.037
C 0.56739 2.59587 1.03771 0.057 0.108 0.020
C -2.12081 1.05336 -0.61628 0.310 -0.272 -0.047
H -1.36954 2.77392 5.02427 0.029 -0.010 -0.031
C 3.11977 -0.31322 -1.24847 0.034 0.100 -0.024
H 3.13759 -3.39577 -2.84393 -0.053 -0.006 0.012
H -3.28066 0.75933 -2.40360 -0.069 -0.013 0.071
H -1.21976 -4.05004 -0.70940 -0.066 0.074 -0.001
C -4.37385 1.86217 -0.93017 0.012 0.002 -0.008
C -0.85586 1.44645 3.41075 -0.055 0.002 0.190
O 0.39864 -2.00132 2.77546 0.086 0.148 -0.187
H 2.52359 3.37611 1.48712 -0.012 -0.046 0.007
C 0.59434 -0.60277 -2.49942 0.125 0.085 -0.157
H 0.12616 1.14670 3.79603 0.002 0.002 0.086
C -0.95791 1.11605 -3.29972 0.069 -0.049 0.009
H 4.07554 -0.83952 0.64162 0.012 -0.005 -0.008
H 1.90786 -1.37010 -4.00437 -0.088 0.025 -0.032
C -3.25361 2.21444 1.16869 0.001 0.029 0.065
H 1.50994 3.20435 2.90766 -0.009 0.008 -0.020
P 1.51622 -1.22793 -1.05179 -0.390 0.054 0.172
C -2.88902 -1.75070 0.94187 -0.412 0.208 -0.163
C -1.76432 -2.58142 0.88981 -0.339 -0.376 -0.476
C 2.71052 -3.49753 -0.05079 0.018 -0.058 -0.035
Ir 0.02320 -0.94990 0.80764 0.387 0.195 0.267
H 2.50832 -4.53895 0.20392 0.027 0.004 -0.054
H 2.77902 0.61513 -1.71661 -0.021 0.074 0.004
```
Forces are in eV/Å.

=====

Strongest force on any atom in eV Å⁻¹, matching the order above: 1.5; 1.0; 0.8
Energy in hartree, matching the order above: -2465.9410; -2003.9275; -2251.4806